No. 1
DFT (wB97M-V/def2-TZVPD) results for a molecular structure, C15H21Br4ClO6RuSb at a distorted geometry.

XYZ file:
```
49
C15H21Br4ClO6RuSb wB97M-V/def2-TZVPD
Ru -0.05 0.10 0.27
Br 6.31 0.17 -2.34
C 4.84 0.13 -1.17
C 5.04 -0.13 0.21
Br 6.77 -0.41 0.88
C 3.96 -0.17 1.07
Br 4.10 -0.46 2.92
C 2.67 0.01 0.56
O 1.57 0.00 1.31
C 2.47 0.29 -0.79
O 1.21 0.50 -1.15
C 3.57 0.35 -1.66
Br 3.20 0.74 -3.45
O -1.85 -2.22 -2.15
Cl -1.97 -1.46 -0.98
O -3.26 -1.51 -0.40
O -1.57 -0.04 -1.21
O -0.95 -1.88 0.04
C -1.89 4.65 -0.11
C -2.28 3.87 1.15
C -3.72 3.39 1.09
Sb -0.89 2.27 1.51
C 0.90 3.25 2.15
C 1.76 3.67 0.96
C 0.63 4.40 3.11
C -1.60 1.42 3.35
C -0.44 0.83 4.15
C -2.64 0.34 3.06
H -2.55 5.51 -0.23
H -1.99 4.02 -1.00
H -0.87 5.02 -0.07
H -2.13 4.49 2.04
H -3.88 2.67 0.28
H -4.38 4.24 0.91
H -4.04 2.92 2.02
H 1.42 2.44 2.67
H 1.31 4.50 0.41
H 1.92 2.85 0.26
H 2.75 4.00 1.31
H 0.13 5.23 2.60
H 1.57 4.79 3.51
H 0.02 4.10 3.96
H -2.06 2.23 3.92
H 0.04 0.01 3.62
H -0.82 0.42 5.10
H 0.33 1.56 4.39
H -2.20 -0.48 2.47
H -3.50 0.70 2.50
H -3.01 -0.10 3.99
```

Results
LUMO (alpha / beta): -0.0637 / -0.0576 Eh
HOMO level (alpha / beta): -7.9 / -8.3 eV
largest force on an atom: 1.20 eV Å⁻¹
energy above the lowest of the compared OMol25 structures with the same formula, charge and spin: 0.000 eV
2S+1: 2
electronic energy: -329983.035 eV
⟨S²⟩: 0.797
net charge: 0


No. 2
DFT (wB97M-V/def2-TZVPD) results for a molecular structure, C15H21Br9O9 at a distorted geometry.

XYZ file:
```
54
C15H21Br9O9 wB97M-V/def2-TZVPD
C 0.39 1.86 0.95
C -0.31 0.54 1.14
C -1.43 0.53 2.25
O -2.61 0.38 1.47
C -2.27 0.29 0.17
O -3.11 0.19 -0.71
O -1.00 0.36 -0.06
H -0.31 2.65 0.61
H 1.36 1.58 0.46
H 0.60 2.18 2.01
H 0.35 -0.29 1.07
H -1.43 1.54 2.79
H -1.31 -0.35 2.92
C 1.97 -0.45 -3.80
C 1.44 -0.37 -2.36
C 1.32 -1.73 -1.63
O 2.56 -1.92 -0.99
C 3.16 -0.74 -0.81
O 4.18 -0.60 -0.21
O 2.53 0.23 -1.50
H 2.30 0.47 -4.24
H 1.24 -0.90 -4.45
H 2.86 -1.10 -3.75
H 0.55 0.29 -2.41
H 1.13 -2.46 -2.39
H 0.57 -1.77 -0.89
C -5.84 -1.55 -1.18
C -4.84 -2.63 -1.56
C -3.91 -2.18 -2.61
O -2.56 -2.56 -2.12
C -2.64 -2.74 -0.83
O -1.77 -2.78 -0.02
O -3.96 -2.97 -0.45
H -6.41 -1.88 -0.29
H -6.50 -1.18 -1.96
H -5.32 -0.64 -0.82
H -5.44 -3.51 -1.89
H -3.86 -1.10 -2.84
H -3.83 -2.89 -3.51
C 0.75 -3.03 3.51
Br -0.99 -3.32 2.95
Br 0.83 -1.44 4.63
Br 2.21 -3.08 2.26
H 0.83 -3.80 4.22
C 2.98 6.04 2.36
Br 3.51 7.81 1.56
Br 1.20 5.61 2.08
Br 3.63 5.94 4.18
H 3.62 5.36 1.77
C 4.81 2.34 0.89
Br 5.98 3.68 1.61
Br 3.57 3.21 -0.30
Br 3.93 1.33 2.40
H 5.26 1.56 0.32
```

Results
LUMO: -0.0043 Eh
HOMO level: -10.2 eV
largest force on an atom: 4.51 eV Å⁻¹
energy above the lowest of the compared OMol25 structures with the same formula, charge and spin: 0.000 eV
2S+1: 1
electronic energy: -664704.097 eV
net charge: 0


No. 3
DFT (wB97M-V/def2-TZVPD) results for a molecular structure, C15H21Cl3CoN2O5Si at a distorted geometry.

XYZ file:
```
48
C15H21Cl3CoN2O5Si wB97M-V/def2-TZVPD
Co -1.07 0.10 -0.49
O 0.21 -2.31 0.54
C -0.86 -2.88 1.28
C -1.44 -1.79 2.14
N -2.12 -0.72 1.41
C -2.34 0.42 2.32
C -1.51 1.69 2.00
O -1.55 2.58 2.86
O -0.87 1.67 0.91
C -3.40 -1.14 0.83
C -3.97 -0.06 -0.10
O -5.20 0.09 -0.11
O -3.10 0.56 -0.79
H 0.39 -2.83 -0.26
H -0.50 -3.68 1.93
H -1.61 -3.30 0.61
H -0.60 -1.33 2.68
H -2.11 -2.24 2.89
H -2.09 0.14 3.35
H -3.39 0.72 2.31
H -4.14 -1.37 1.61
H -3.25 -2.03 0.22
Cl 0.51 -2.69 -2.67
Si -1.33 -1.57 -2.18
Cl -2.58 -3.41 -1.97
Cl -1.92 -1.09 -4.16
C 1.93 0.53 1.51
N 2.98 -0.02 0.66
C 4.15 0.82 0.67
C 2.48 -0.35 -0.69
C 1.89 0.80 -1.49
C 2.77 1.64 -2.18
C 2.31 2.73 -2.91
C 0.95 2.98 -2.95
C 0.08 2.14 -2.26
C 0.51 1.03 -1.52
H 2.28 0.54 2.55
H 1.05 -0.11 1.45
H 1.62 1.54 1.22
H 4.53 0.89 1.69
H 3.95 1.85 0.32
H 4.92 0.39 0.04
H 1.72 -1.12 -0.57
H 3.32 -0.79 -1.24
H 3.84 1.43 -2.17
H 3.01 3.36 -3.44
H 0.56 3.82 -3.51
H -0.99 2.36 -2.31
```

Results
LUMO (alpha / beta): 0.1823 / 0.1815 Eh
HOMO level (alpha / beta): -1.2 / -2.7 eV
largest force on an atom: 1.26 eV Å⁻¹
energy above the lowest of the compared OMol25 structures with the same formula, charge and spin: 0.520 eV
2S+1: 4
electronic energy: -112192.000 eV
⟨S²⟩: 3.763
net charge: -2


No. 4
DFT (wB97M-V/def2-TZVPD) results for a molecular structure, C15H21CoIN2O at a distorted geometry.

XYZ file:
```
41
C15H21CoIN2O wB97M-V/def2-TZVPD
C 0.77 -2.83 -0.94
C -2.47 -1.67 -1.12
H 1.84 -2.81 -0.91
H 0.43 -3.50 -1.75
H 0.34 -3.31 -0.03
H -3.18 -0.97 -1.63
H -2.53 -2.65 -1.62
H -2.75 -1.82 -0.07
C 2.54 -0.31 -0.85
C 3.61 0.58 -1.07
C 3.33 1.91 -1.29
C 2.01 2.32 -1.28
H 2.71 -1.36 -0.63
H 4.63 0.19 -1.07
H 4.14 2.64 -1.46
H 1.75 3.36 -1.45
N 1.27 0.08 -0.92
C 0.96 1.39 -1.05
C -0.46 1.77 -0.90
N -1.38 0.80 -0.73
C -2.59 1.09 -0.28
C -2.18 3.45 -0.48
C -3.07 2.42 -0.16
H -3.22 0.26 0.04
H -4.08 2.61 0.17
C -0.89 3.12 -0.86
H -0.17 3.91 -1.10
H -2.49 4.49 -0.41
Co -0.51 -1.47 -0.86
I -0.61 -1.15 -3.17
C 0.89 -0.06 2.71
C 0.32 -1.26 1.96
C -0.54 -2.14 2.85
O -0.46 -0.86 0.89
H 0.10 0.63 3.01
H 1.58 0.48 2.06
H 1.44 -0.39 3.60
H 1.19 -1.86 1.62
H -1.43 -1.59 3.17
H -0.86 -3.02 2.30
H 0.01 -2.46 3.74
```

Results
LUMO (alpha / beta): -0.0222 / -0.0134 Eh
HOMO level (alpha / beta): -7.3 / -8.2 eV
largest force on an atom: 3.94 eV Å⁻¹
energy above the lowest of the compared OMol25 structures with the same formula, charge and spin: 3.985 eV
2S+1: 4
electronic energy: -66646.833 eV
⟨S²⟩: 3.816
net charge: 0


No. 5
DFT (wB97M-V/def2-TZVPD) results for 3 unconnected molecules or ions with the total composition C15H21F16IN6O3P.

XYZ file:
```
63
C15H21F16IN6O3P wB97M-V/def2-TZVPD
C 1.98 -0.82 -0.16
C 1.20 -2.10 0.17
C 2.09 -3.33 0.45
C 2.34 -3.62 1.94
N 2.41 -2.37 2.71
N 3.01 -2.52 3.94
C 4.30 -2.71 4.28
N 5.35 -2.78 3.42
N 4.39 -2.74 5.62
N 3.19 -2.57 6.09
N 2.34 -2.42 5.12
P 0.57 -2.02 5.63
O 0.45 -3.21 6.70
I -0.78 -2.84 3.80
H 2.31 -0.30 0.74
H 2.86 -1.04 -0.76
H 1.35 -0.12 -0.71
H 0.56 -1.90 1.03
H 0.55 -2.32 -0.67
H 3.06 -3.19 -0.04
H 1.60 -4.21 0.04
H 3.27 -4.20 2.04
H 1.54 -4.24 2.33
H 2.89 -1.63 2.21
H 5.95 -3.58 3.59
H 5.07 -2.75 2.45
H 0.88 -4.04 6.44
C -1.34 0.99 -4.80
C -0.55 0.27 -3.69
C 0.08 -1.09 -4.01
F -0.86 -2.01 -4.29
F 0.73 -1.50 -2.88
F -1.32 0.15 -2.58
F 0.50 1.08 -3.37
O -2.74 0.89 -4.73
C -3.43 -0.12 -5.35
C -4.25 -0.92 -4.33
F -3.43 -1.49 -3.42
F -4.93 -1.89 -4.97
F -2.63 -0.92 -6.06
F -4.31 0.44 -6.20
H -1.14 2.05 -4.63
H -0.95 0.75 -5.78
H 0.79 -1.02 -4.83
H -4.96 -0.26 -3.81
C -1.04 4.20 1.90
C -0.55 5.32 0.97
C -1.59 6.33 0.46
F -2.51 5.71 -0.30
F -0.95 7.24 -0.30
F 0.11 4.78 -0.07
F 0.33 6.05 1.70
O -1.26 2.93 1.31
C -2.47 2.56 0.81
C -2.37 2.22 -0.68
F -2.00 3.31 -1.37
F -3.59 1.83 -1.12
F -3.43 3.46 1.06
F -2.83 1.41 1.44
H -0.21 4.04 2.59
H -1.89 4.52 2.50
H -2.08 6.84 1.29
H -1.65 1.43 -0.83
```

Results
LUMO: -0.1445 Eh
HOMO level: -13.3 eV
largest force on an atom: 0.83 eV Å⁻¹
2S+1: 1
electronic energy: -91840.221 eV
net charge: +1


No. 6
DFT (wB97M-V/def2-TZVPD) results for a molecular structure, C15H21GeKN2O2S4.

XYZ file:
```
46
C15H21GeKN2O2S4 wB97M-V/def2-TZVPD
K -1.32 -0.40 -0.27
C 3.62 1.20 -1.89
C 2.39 1.18 -0.99
O 1.63 0.23 -0.97
N 2.24 2.29 -0.22
C 1.03 2.51 0.58
C 0.03 3.35 -0.17
C -0.13 4.70 0.11
C -1.08 5.42 -0.60
C -1.83 4.76 -1.56
C -1.58 3.41 -1.77
N -0.66 2.72 -1.11
H 3.91 0.18 -2.10
H 4.45 1.75 -1.44
H 3.35 1.68 -2.84
H 2.78 3.10 -0.44
H 1.30 2.97 1.53
H 0.59 1.54 0.78
H 0.46 5.17 0.88
H -1.24 6.47 -0.40
H -2.60 5.28 -2.11
H -2.16 2.85 -2.50
O -5.75 -1.92 4.02
C -5.08 -1.14 3.35
S -3.51 -0.53 3.84
C -3.16 0.50 2.42
C -4.13 0.51 1.45
S -4.10 1.33 -0.05
S -5.55 -0.53 1.78
S -1.65 1.32 2.39
C 2.47 -3.19 -1.25
Ge 0.83 -3.77 -0.27
C 0.99 -2.90 1.51
C 1.24 -5.70 0.22
C -0.79 -3.31 -1.16
H 3.38 -3.50 -0.72
H 2.46 -2.10 -1.33
H 2.50 -3.61 -2.26
H 1.84 -3.28 2.08
H 0.08 -3.06 2.10
H 1.12 -1.82 1.39
H 2.19 -5.80 0.76
H 1.28 -6.34 -0.66
H 0.44 -6.07 0.87
H -1.60 -3.94 -0.76
H -0.70 -3.56 -2.23
```

Results
LUMO: 0.1453 Eh
HOMO level: -0.1 eV
largest force on an atom: 0.75 eV Å⁻¹
energy above the lowest of the compared OMol25 structures with the same formula, charge and spin: 0.352 eV
2S+1: 1
electronic energy: -139154.399 eV
net charge: -2


No. 7
DFT (wB97M-V/def2-TZVPD) results for C15H21NO in the gas phase at a distorted geometry.

XYZ file:
```
38
C15H21NO wB97M-V/def2-TZVPD
C -0.26 -2.62 -3.16
C -1.16 -2.47 -1.97
C -1.16 -3.71 -1.06
O -2.50 -2.46 -2.53
C -0.80 -1.24 -1.24
C -1.44 -0.04 -1.58
C -1.15 1.16 -1.03
C -0.12 1.22 -0.08
C 0.59 0.07 0.29
C 0.23 -1.16 -0.30
C 1.74 0.11 1.32
C 2.01 1.54 1.89
C 1.07 1.78 3.12
N -0.33 1.79 2.76
C -0.68 2.80 1.73
C 0.23 2.58 0.48
C 1.73 2.63 0.85
H 0.73 -2.89 -2.85
H -0.22 -1.63 -3.67
H -0.63 -3.36 -3.87
H -1.88 -3.67 -0.23
H -1.34 -4.60 -1.66
H -0.18 -3.87 -0.61
H -2.86 -3.36 -2.47
H -2.19 -0.06 -2.36
H -1.62 2.03 -1.38
H 0.78 -2.05 0.00
H 2.66 -0.18 0.84
H 1.53 -0.62 2.14
H 3.10 1.64 2.19
H 1.35 2.73 3.63
H 1.26 1.01 3.88
H -0.61 0.91 2.39
H -1.72 2.78 1.44
H -0.54 3.84 2.14
H 0.08 3.31 -0.29
H 1.93 3.62 1.26
H 2.37 2.44 0.00
```

Results
LUMO: 0.0292 Eh
HOMO level: -8.5 eV
largest force on an atom: 2.47 eV Å⁻¹
energy above the lowest of the compared OMol25 structures with the same formula, charge and spin: 0.937 eV
2S+1: 1
electronic energy: -19433.489 eV
SMILES string: CC(C)(O)c1ccc2c(c1)C[C@@H]1CNC[C@H]2C1
net charge: 0


No. 8
DFT (wB97M-V/def2-TZVPD) results for a molecular structure, C15H22AuN2O2PS2.

XYZ file:
```
45
C15H22AuN2O2PS2 wB97M-V/def2-TZVPD
Au 0.64 -0.07 0.86
N 0.65 2.81 1.21
C 1.26 2.79 2.43
C 2.12 3.80 2.84
C 2.71 3.80 4.10
C 2.41 2.82 5.01
C 1.58 1.75 4.64
C 1.21 0.72 5.53
C 0.43 -0.31 5.10
C 0.10 -0.37 3.74
N 0.40 0.58 2.88
C 1.06 1.68 3.31
H -0.24 2.33 1.10
H 0.75 3.65 0.67
H 2.31 4.61 2.15
H 3.38 4.60 4.37
H 2.81 2.84 6.01
H 1.55 0.78 6.56
H 0.11 -1.09 5.77
H -0.44 -1.22 3.35
C -1.26 1.45 -3.93
C -1.03 -0.03 -4.18
C 0.41 -0.31 -4.57
O -1.42 -0.84 -3.07
P -1.10 -0.72 -1.51
S -1.98 0.80 -0.62
S 0.93 -0.89 -1.26
O -1.83 -2.05 -1.02
C -1.74 -3.39 -1.52
C -2.35 -3.55 -2.91
C -0.32 -3.93 -1.49
H -1.13 1.99 -4.86
H -0.55 1.82 -3.19
H -2.26 1.62 -3.55
H -1.72 -0.37 -4.97
H 1.07 0.00 -3.75
H 0.67 0.24 -5.47
H 0.56 -1.38 -4.74
H -2.36 -3.95 -0.80
H -1.68 -3.17 -3.67
H -3.30 -3.03 -2.98
H -2.53 -4.61 -3.10
H 0.29 -3.39 -2.21
H -0.32 -4.98 -1.75
H 0.12 -3.80 -0.51
```

Results
LUMO: -0.0172 Eh
HOMO level: -7.5 eV
largest force on an atom: 0.87 eV Å⁻¹
energy above the lowest of the compared OMol25 structures with the same formula, charge and spin: 0.167 eV
2S+1: 1
electronic energy: -57642.533 eV
net charge: 0


No. 9
DFT (wB97M-V/def2-TZVPD) results for a molecular structure, C15H22Cl4MoN4OS2.

XYZ file:
```
49
C15H22Cl4MoN4OS2 wB97M-V/def2-TZVPD
Mo -0.06 -0.03 -0.18
Cl 0.12 -1.24 -2.54
C 0.07 0.27 -3.51
Cl -0.70 1.56 -2.55
H -0.52 0.09 -4.40
H 1.09 0.56 -3.73
S 0.57 -1.63 1.32
C 1.10 -3.13 0.53
N 1.86 -3.94 1.30
C 2.29 -5.14 0.87
C 1.96 -5.53 -0.40
C 1.19 -4.65 -1.15
N 0.77 -3.47 -0.69
H 2.11 -3.64 2.24
H 2.89 -5.73 1.55
H 2.28 -6.49 -0.80
H 0.90 -4.90 -2.17
O -1.93 -0.38 -0.44
S -3.13 -0.45 -1.50
C -4.29 -1.57 -0.70
C -5.13 -0.72 0.25
C -5.43 0.56 -0.52
C -4.10 1.05 -1.10
H -3.72 -2.39 -0.27
H -4.89 -1.96 -1.53
H -4.57 -0.51 1.17
H -6.03 -1.26 0.53
H -5.85 1.34 0.12
H -6.14 0.37 -1.32
H -3.49 1.58 -0.38
H -4.18 1.64 -2.01
Cl 1.97 0.73 -0.66
C 13.21 5.43 -2.33
Cl 14.61 5.71 -3.01
H 13.13 4.63 -1.59
H 12.36 6.05 -2.59
N -1.52 -0.04 2.90
C -1.00 1.15 2.57
C -1.01 2.20 3.52
C -0.60 3.45 3.16
C -0.20 3.69 1.83
C -0.17 2.65 0.97
N -0.51 1.35 1.32
H -1.88 -0.18 3.84
H -1.71 -0.75 2.23
H -1.36 1.99 4.52
H -0.61 4.26 3.88
H 0.10 4.67 1.49
H 0.17 2.78 -0.05
```

Results
LUMO (alpha / beta): -0.4292 / -0.4292 Eh
HOMO level (alpha / beta): -18.2 / -18.2 eV
largest force on an atom: 0.19 eV Å⁻¹
energy above the lowest of the compared OMol25 structures with the same formula, charge and spin: 0.267 eV
2S+1: 1
electronic energy: -97498.117 eV
net charge: +4


No. 10
DFT (wB97M-V/def2-TZVPD) results for C15H22ClFN2O3S2 in the gas phase at a distorted geometry.

XYZ file:
```
46
C15H22ClFN2O3S2 wB97M-V/def2-TZVPD
C -0.75 2.41 -4.41
C 0.61 1.97 -3.87
C 1.73 2.52 -4.75
C 0.67 0.45 -3.77
S 0.70 2.74 -2.18
C 2.33 2.22 -1.53
C 2.18 1.52 -0.19
N 1.30 0.38 -0.29
C 0.43 0.05 0.67
O 0.28 0.69 1.70
C -0.41 -1.20 0.39
N -0.57 -1.99 1.58
C -1.65 -1.82 2.44
C -2.49 -0.71 2.40
C -3.56 -0.62 3.27
C -3.81 -1.62 4.18
F -4.85 -1.51 5.02
C -2.98 -2.74 4.24
Cl -3.27 -3.99 5.38
C -1.91 -2.84 3.36
S 0.91 -2.43 2.28
C 1.08 -1.40 3.76
O 0.84 -3.80 2.69
O 1.92 -2.08 1.32
H -1.54 2.04 -3.76
H -0.90 2.02 -5.41
H -0.81 3.49 -4.44
H 1.62 2.14 -5.77
H 1.68 3.60 -4.78
H 2.71 2.23 -4.39
H 0.48 0.01 -4.74
H -0.09 0.09 -3.07
H 1.65 0.11 -3.44
H 2.80 1.56 -2.26
H 2.95 3.11 -1.42
H 1.74 2.19 0.55
H 3.17 1.20 0.18
H 1.49 -0.28 -1.03
H 0.09 -1.83 -0.35
H -1.39 -0.91 0.01
H -2.28 0.11 1.73
H -4.21 0.24 3.25
H -1.26 -3.70 3.39
H 0.90 -0.38 3.46
H 0.37 -1.74 4.49
H 2.10 -1.53 4.11
```

Results
LUMO: 0.0166 Eh
HOMO level: -8.7 eV
largest force on an atom: 1.28 eV Å⁻¹
energy above the lowest of the compared OMol25 structures with the same formula, charge and spin: 0.163 eV
2S+1: 1
electronic energy: -61945.490 eV
SMILES string: CC(C)(C)SCCNC(=O)CN(c1ccc(F)c(Cl)c1)S(C)(=O)=O
net charge: 0